1.
Here is the molecule C6H12N2 in a non-equilibrium geometry from OMol25. Energies are from ωB97M-V/def2-TZVPD.

Summary:
2S+1: 1
Gap between HOMO and LUMO (alpha / beta): 8.089 / 7.518 eV
Energy: -9392.4528 eV
Lowest unoccupied orbital energy (alpha / beta): -0.6 / -0.8 eV
Net charge: 0
ΔE to the lowest compared entry with this formula, charge and spin: 101.4 kcal per mole
Molar mass: 112.18 g mol⁻¹

Geometry as XYZ:
```
20
Properties=species:S:1:pos:R:3:forces:R:3:mulliken_charge:R:1
C -1.046072 1.022644 0.559544 -0.144 -2.243 -0.917 -0.809
C 0.118002 0.165151 -1.657141 1.579 -0.745 0.069 -1.600
C -0.888011 2.472238 0.154524 0.381 -0.153 -0.299 -1.108
C -0.337724 -0.372107 -0.306742 -3.591 4.627 -0.304 1.107
N -1.228992 -1.313262 -0.240046 0.626 -1.239 1.977 -0.743
H -0.878628 -2.256091 -0.403567 -0.089 0.049 -1.089 0.215
H -0.878116 0.891538 1.625627 0.254 -0.179 -0.026 0.287
H -2.077314 0.715549 0.380168 -0.096 0.122 0.078 0.454
H -0.740919 0.454327 -2.261678 -0.117 -0.244 0.248 0.358
H 0.765205 1.032947 -1.561173 0.076 0.029 0.241 0.391
H 0.693427 -0.612172 -2.162954 -0.087 0.015 -0.417 0.418
H 0.079514 2.877733 0.442890 0.116 0.051 -0.079 0.296
H -1.026875 2.602544 -0.919851 0.091 0.066 -0.038 0.287
H -1.659412 3.080739 0.635623 0.052 -0.136 0.067 0.386
C 1.543301 -2.257756 0.961163 -0.771 -0.783 -0.885 -1.234
C 1.202873 -0.847247 0.673564 2.198 2.527 2.200 0.771
N 1.555643 0.237251 1.048828 -0.731 -2.176 -1.071 -0.487
H 2.083491 -2.708805 0.126919 0.292 0.184 0.106 0.308
H 0.622533 -2.844220 1.010667 -0.025 0.100 0.312 0.351
H 2.098075 -2.341000 1.893637 -0.013 0.128 -0.174 0.351
```
Forces are in eV/Å.


2.
Here is a structure of composition C26H49GdNO4Si2 in a non-equilibrium geometry from OMol25. Energies are from ωB97M-V/def2-TZVPD.

Summary:
2S+1: 8
Gap between HOMO and LUMO (alpha / beta): 8.348 / 6.796 eV
Energy: -74020.7038 eV
Lowest unoccupied orbital energy (alpha / beta): -2.4 / -3.4 eV
Net charge: +1
ΔE to the lowest compared entry with this formula, charge and spin: 24.4 kcal per mole
Molar mass: 653.10 g mol⁻¹

Geometry as XYZ:
```
83
Properties=species:S:1:pos:R:3:forces:R:3:mulliken_spin:R:1
O -0.916509 -1.304385 -1.583239 0.392 -0.916 -2.477 0.105
O 0.870617 0.711242 -3.523315 0.364 0.290 0.140 0.012
C -0.171386 -2.474680 -2.206259 -0.058 1.433 0.346 -0.005
C -0.794267 -3.771073 -1.777218 0.068 -0.148 -0.010 0.001
H 0.878740 -2.348177 -1.939387 -0.333 -0.147 0.539 -0.001
H -0.172673 -2.316399 -3.292815 -0.009 -0.267 0.549 0.000
H -0.872913 -3.810191 -0.690937 -0.072 -0.007 -0.037 -0.002
H -0.173469 -4.613451 -2.088105 0.004 0.048 -0.077 0.000
H -1.783036 -3.905266 -2.221683 -0.002 0.011 0.113 0.000
C -2.057068 -0.915679 -2.440243 0.240 -0.522 0.665 -0.002
C -1.910884 -1.201994 -3.915927 -0.315 0.035 -0.296 -0.001
H -2.164121 0.165416 -2.297908 -0.254 -0.163 0.149 -0.002
H -2.931457 -1.457307 -2.058806 0.152 0.341 -0.030 0.000
H -1.082059 -0.625967 -4.340824 -0.216 -0.235 -0.140 0.000
H -2.855684 -0.932232 -4.404640 0.229 0.247 0.081 0.000
H -1.790120 -2.266606 -4.130796 -0.048 0.218 -0.025 0.000
C 0.253725 2.134730 -3.346218 0.656 -0.930 -0.161 -0.003
C 2.197715 0.433274 -4.279034 -0.786 0.461 0.418 -0.001
C -0.725342 2.408048 -4.444519 -0.246 0.029 -0.202 0.000
H 1.106660 2.810866 -3.263412 -0.166 -0.006 -0.099 0.000
H -0.270022 2.064421 -2.388338 0.376 -0.078 -0.018 0.000
H -0.287571 2.378452 -5.449028 -0.129 0.005 0.302 0.000
H -1.127790 3.411564 -4.269106 0.113 -0.052 -0.081 0.000
H -1.581135 1.722268 -4.380043 0.319 0.099 -0.136 0.000
C 2.079578 0.747588 -5.731975 -0.045 0.010 -0.171 0.000
H 2.357755 -0.630338 -4.095885 -0.110 0.180 0.182 0.000
H 2.949237 1.034539 -3.766786 -0.017 -0.084 -0.013 0.000
H 1.299139 0.158278 -6.227651 0.101 0.226 0.153 0.000
H 3.037036 0.456200 -6.174441 -0.080 0.130 -0.065 0.000
H 1.935497 1.818529 -5.893900 0.005 -0.180 -0.143 0.000
H 1.118263 0.411807 -2.578852 -0.282 -0.198 0.387 0.005
Gd -0.371088 0.001347 0.472858 1.971 0.638 0.212 6.548
C 1.925610 -0.150635 -0.837543 -0.384 0.248 0.030 0.010
Si 3.382311 0.399169 0.219046 -0.470 -0.113 -0.765 0.003
H 2.175619 -1.143507 -1.245741 0.113 0.328 -0.062 -0.003
H 2.257889 0.642389 -1.541800 -0.139 -0.402 -0.284 -0.006
C 4.862124 -0.519245 -0.474041 0.209 0.021 0.204 0.000
C 3.226123 0.077546 2.042038 0.271 0.018 0.060 0.002
C 3.529228 2.246975 -0.103377 0.234 0.073 0.264 0.000
C -2.002294 -1.501579 1.129296 -1.000 -1.069 0.496 0.294
Si -3.374541 -0.228315 1.037271 -1.066 -0.614 0.303 0.003
H -2.017675 -1.997052 2.114997 0.180 0.428 -0.127 0.000
H -2.243893 -2.303820 0.403791 0.351 0.474 0.140 -0.020
C -4.744492 -0.927058 -0.042220 -0.077 -0.073 -0.064 0.009
C -2.907582 1.432292 0.238261 0.177 0.336 -0.431 0.014
C -4.090095 0.152669 2.721329 0.061 0.085 0.113 0.004
H 3.093588 2.565887 -1.062546 0.145 -0.110 0.222 0.000
H 4.593175 2.522555 -0.103154 -0.276 0.189 0.068 0.000
H 3.005308 2.788465 0.695645 0.188 0.066 -0.228 0.000
H 4.754897 -1.592081 -0.258361 0.127 0.202 -0.058 0.000
H 5.776462 -0.151983 0.008101 0.025 -0.207 -0.172 0.000
H 4.960327 -0.398386 -1.563407 -0.023 0.018 0.302 0.000
H 2.716051 -0.879489 2.227379 0.224 0.237 0.158 -0.001
H 2.677501 0.900262 2.522359 0.159 -0.326 0.043 0.000
H 4.259999 0.031387 2.428193 -0.505 -0.030 0.218 0.000
H -3.710052 1.603013 -0.496230 0.165 0.045 0.213 -0.001
H -1.966164 1.598168 -0.335705 -0.605 0.149 0.245 -0.002
H -2.954567 2.237131 0.988254 0.184 -0.173 -0.318 0.002
H -5.029884 0.716376 2.636203 0.244 -0.086 0.012 0.000
H -3.390731 0.743124 3.327321 -0.128 -0.116 -0.019 -0.001
H -4.304585 -0.783082 3.253660 0.037 0.193 -0.072 0.000
H -5.702762 -0.425947 0.140599 0.151 -0.083 -0.023 0.001
H -4.858200 -1.992985 0.188535 -0.120 0.147 -0.081 0.000
H -4.518915 -0.831427 -1.110496 -0.150 -0.023 0.214 -0.001
O -0.681314 3.878757 2.472396 0.378 -0.835 -0.760 0.000
C -0.326036 2.729476 2.243710 -0.323 0.387 -0.753 -0.004
O -0.095024 2.154850 1.071488 -0.310 0.725 1.309 0.010
C -0.160236 1.824669 3.441847 0.092 -1.626 0.177 -0.001
C -0.157860 2.384636 4.739223 0.121 -0.217 0.396 -0.001
C 0.062196 1.562177 5.826445 -0.242 0.514 -0.548 0.000
C 0.293378 0.189824 5.607818 -0.161 -0.282 -0.656 0.000
C 0.589072 -0.691013 6.665047 0.096 -0.503 0.015 0.000
C 0.845474 -2.025454 6.424099 -0.145 0.443 0.105 0.000
C 0.780906 -2.520153 5.094577 -0.157 0.316 -0.688 0.000
C 0.456592 -1.683274 4.030542 0.177 -0.461 0.634 -0.002
C 0.212928 -0.317445 4.270092 -0.022 0.541 0.312 0.004
N -0.043227 0.505269 3.205746 0.195 1.130 0.061 0.033
H -0.328443 3.455014 4.827830 0.066 -0.274 -0.003 0.000
H 0.052582 1.942126 6.852680 0.069 -0.039 -0.406 0.000
H 0.602663 -0.258229 7.662754 0.109 -0.293 -0.048 0.000
H 1.086891 -2.678481 7.268986 -0.088 0.138 -0.486 0.000
H 0.989491 -3.569666 4.890165 -0.045 0.228 0.137 0.000
H 0.394780 -2.008710 2.985303 0.065 -0.193 0.543 -0.003
```
Forces are in eV/Å.


3.
Here is a structure of composition C16H15InNO9 in a non-equilibrium geometry from OMol25. Energies are from ωB97M-V/def2-TZVPD.

Summary:
2S+1: 1
Gap between HOMO and LUMO: 4.755 eV
Energy: -41907.0620 eV
Lowest unoccupied orbital energy: 1.0 eV
Net charge: -1
ΔE to the lowest compared entry with this formula, charge and spin: 353.1 kcal per mole
Molar mass: 480.11 g mol⁻¹

Geometry as XYZ:
```
42
Properties=species:S:1:pos:R:3:forces:R:3:mulliken_charge:R:1
In -5.421975 18.390994 10.951075 -4.303 2.775 -0.040 2.240
C -5.664575 21.329347 13.365108 -0.593 -2.365 -0.315 -0.702
C -5.482989 20.304927 12.432804 4.715 7.813 -1.084 1.218
C -4.048190 20.147211 11.722318 2.428 5.517 4.325 0.476
O -3.872092 19.205334 10.895202 8.258 4.803 -1.707 -0.646
C -3.024916 21.106187 12.148237 -2.943 -5.890 -3.391 -1.045
C -3.305892 22.093467 13.028667 2.302 5.270 1.145 0.304
C -4.685449 22.207231 13.698777 -0.194 4.688 3.535 0.109
O -5.018808 23.191868 14.522815 2.007 -2.840 -2.550 -0.775
O -2.380777 22.996122 13.079932 -2.862 -1.693 1.090 -0.690
O -6.369943 19.567730 12.068031 -6.380 13.145 -8.837 -0.747
H -6.613325 21.405770 13.875418 -0.237 0.241 -0.198 0.367
H -2.069109 21.097377 11.645486 0.012 -0.056 0.035 0.442
C -4.688157 14.695946 11.721060 -0.428 5.400 -1.872 -0.483
C -4.814589 16.065781 11.195905 1.943 -7.823 -2.976 0.322
C -5.524468 16.282128 9.776535 0.099 -4.514 -0.057 0.489
O -5.747784 17.491590 9.474982 4.618 -3.940 -12.935 -0.811
C -6.145359 15.142135 9.163779 3.136 4.803 0.484 -0.762
C -6.008057 13.887699 9.701669 -3.945 -4.571 -1.503 0.281
C -5.277584 13.641034 11.027700 1.622 -5.229 2.568 0.180
O -5.083917 12.474726 11.610654 -1.577 3.567 -3.150 -0.687
O -6.782897 13.007303 9.126154 3.003 1.662 2.433 -0.695
O -4.424921 17.062482 11.832811 6.479 -1.976 0.165 -0.664
H -4.171865 14.567118 12.660875 -0.063 -0.196 -0.037 0.486
H -6.728452 15.337444 8.275937 0.333 -0.547 -0.128 0.744
C -6.842685 16.305166 14.222385 -0.430 -0.343 0.267 -1.949
C -6.380877 16.963883 12.918808 -2.605 -2.238 3.066 0.063
C -7.467596 16.749927 11.898374 -1.935 0.125 0.715 -0.902
O -7.168088 17.386691 10.669414 -7.302 -1.264 4.321 -0.133
C -8.038651 16.988324 9.653875 -2.171 -0.380 -0.574 -1.163
N -6.129170 18.403552 13.015105 -0.151 -15.072 11.933 -0.095
H -6.200487 16.433498 15.093711 0.638 0.128 -0.371 0.421
H -6.953148 15.230149 14.080091 -0.097 -0.145 0.017 0.395
H -7.789783 16.689823 14.600736 -0.432 0.103 -0.292 0.430
H -5.493899 16.465581 12.527580 -2.969 0.236 3.753 -0.026
H -8.403896 17.209359 12.215171 -0.433 -0.115 0.545 0.500
H -7.648902 15.686436 11.742733 0.132 -0.129 -0.110 0.394
H -7.931426 15.914285 9.502023 -0.415 0.293 0.204 0.621
H -7.850648 17.469839 8.694239 0.204 0.243 0.470 0.305
H -9.077610 17.160125 9.935213 -0.110 0.331 0.226 0.343
H -5.478440 18.498831 13.781646 1.021 0.212 0.248 0.420
H -6.971927 18.741520 13.457408 -0.374 -0.030 0.580 0.428
```
Forces are in eV/Å.


Question: The lowest molar mass belongs to which entry?
Answer: C6H12N2


What did the first record say?
Here is the molecule C6H12N2 in a non-equilibrium geometry from OMol25. Energies are from ωB97M-V/def2-TZVPD.

Summary:
2S+1: 1
Gap between HOMO and LUMO (alpha / beta): 8.089 / 7.518 eV
Energy: -9392.4528 eV
Lowest unoccupied orbital energy (alpha / beta): -0.6 / -0.8 eV
Net charge: 0
ΔE to the lowest compared entry with this formula, charge and spin: 101.4 kcal per mole
Molar mass: 112.18 g mol⁻¹

Geometry as XYZ:
```
20
Properties=species:S:1:pos:R:3:forces:R:3:mulliken_charge:R:1
C -1.046072 1.022644 0.559544 -0.144 -2.243 -0.917 -0.809
C 0.118002 0.165151 -1.657141 1.579 -0.745 0.069 -1.600
C -0.888011 2.472238 0.154524 0.381 -0.153 -0.299 -1.108
C -0.337724 -0.372107 -0.306742 -3.591 4.627 -0.304 1.107
N -1.228992 -1.313262 -0.240046 0.626 -1.239 1.977 -0.743
H -0.878628 -2.256091 -0.403567 -0.089 0.049 -1.089 0.215
H -0.878116 0.891538 1.625627 0.254 -0.179 -0.026 0.287
H -2.077314 0.715549 0.380168 -0.096 0.122 0.078 0.454
H -0.740919 0.454327 -2.261678 -0.117 -0.244 0.248 0.358
H 0.765205 1.032947 -1.561173 0.076 0.029 0.241 0.391
H 0.693427 -0.612172 -2.162954 -0.087 0.015 -0.417 0.418
H 0.079514 2.877733 0.442890 0.116 0.051 -0.079 0.296
H -1.026875 2.602544 -0.919851 0.091 0.066 -0.038 0.287
H -1.659412 3.080739 0.635623 0.052 -0.136 0.067 0.386
C 1.543301 -2.257756 0.961163 -0.771 -0.783 -0.885 -1.234
C 1.202873 -0.847247 0.673564 2.198 2.527 2.200 0.771
N 1.555643 0.237251 1.048828 -0.731 -2.176 -1.071 -0.487
H 2.083491 -2.708805 0.126919 0.292 0.184 0.106 0.308
H 0.622533 -2.844220 1.010667 -0.025 0.100 0.312 0.351
H 2.098075 -2.341000 1.893637 -0.013 0.128 -0.174 0.351
```
Forces are in eV/Å.


Question: What is the formula in the second record?
Answer: C26H49GdNO4Si2